No. 1
{"formula": "C16H25N3O4S", "method": "ωB97M-V/def2-TZVPD", "elements": ["C", "C", "C", "C", "N", "C", "C", "C", "C", "N", "S", "O", "O", "C", "C", "C", "C", "C", "C", "O", "C", "O", "N", "C", "H", "H", "H", "H", "H", "H", "H", "H", "H", "H", "H", "H", "H", "H", "H", "H", "H", "H", "H", "H", "H", "H", "H", "H", "H"], "xyz": [[1.232, 0.907, 2.633], [0.431, 1.185, 1.368], [-0.814, 2.016, 1.656], [-1.657, 2.234, 0.400], [-2.173, 1.004, -0.189], [-2.579, 1.254, -1.566], [-3.110, 0.038, -2.315], [-3.213, 0.393, 0.623], [-3.102, -1.140, 0.684], [-1.778, -1.577, 1.059], [-1.018, -2.778, 0.192], [-1.767, -3.016, -1.007], [-0.728, -3.875, 1.070], [0.530, -1.989, -0.235], [0.589, -1.197, -1.368], [1.750, -0.519, -1.705], [2.834, -0.672, -0.857], [2.760, -1.489, 0.283], [1.609, -2.165, 0.617], [3.960, -1.456, 0.931], [4.794, -0.636, 0.230], [5.924, -0.385, 0.530], [4.107, -0.155, -0.867], [4.681, 0.738, -1.834], [1.546, 1.838, 3.102], [0.632, 0.351, 3.350], [2.121, 0.321, 2.410], [0.111, 0.248, 0.913], [1.059, 1.713, 0.647], [-1.399, 1.520, 2.430], [-0.526, 2.997, 2.042], [-2.477, 2.939, 0.631], [-1.021, 2.711, -0.350], [-1.690, 1.622, -2.089], [-3.345, 2.053, -1.609], [-2.454, -0.819, -2.193], [-3.176, 0.279, -3.374], [-4.105, -0.236, -1.974], [-4.220, 0.649, 0.258], [-3.133, 0.773, 1.643], [-3.287, -1.583, -0.292], [-3.860, -1.518, 1.381], [-1.595, -1.643, 2.045], [-0.291, -1.121, -1.983], [1.806, 0.100, -2.584], [1.529, -2.805, 1.479], [5.707, 0.937, -1.525], [4.121, 1.674, -1.868], [4.680, 0.280, -2.824]], "gap_ev": 9.2, "homo_ha": -0.320}

=====

No. 2
{"formula": "C2H5BrS", "method": "ωB97M-V/def2-TZVPD", "elements": ["C", "C", "S", "Br", "H", "H", "H", "H", "H"], "xyz": [[-0.575, -0.754, -0.354], [0.619, -0.056, 0.310], [0.267, 1.943, -0.251], [2.552, -0.416, -0.001], [-0.191, -1.424, -1.139], [-1.082, -1.307, 0.350], [-1.196, -0.085, -0.871], [0.422, 0.105, 1.319], [-0.816, 1.994, 0.637]], "gap_ev": 9.7, "homo_ha": -0.340}

=====

No. 3
{"formula": "C4H7ClS", "method": "ωB97M-V/def2-TZVPD", "elements": ["C", "C", "C", "C", "S", "Cl", "H", "H", "H", "H", "H", "H", "H"], "xyz": [[-1.842, 0.634, 0.262], [0.916, -0.200, 1.138], [0.296, -0.654, -1.222], [0.200, 0.285, -0.068], [-2.958, 0.759, -0.870], [0.528, 2.027, -0.379], [-1.845, 0.751, 1.290], [0.576, 0.213, 2.003], [0.703, -1.185, 1.242], [2.011, -0.066, 1.196], [0.502, -1.597, -0.879], [-0.352, -0.535, -2.086], [1.267, -0.434, -1.626]], "gap_ev": 8.0, "homo_ha": -0.300}